ORCA calculation (ωB97M-V with the def2-TZVPD basis set) on 11 unconnected molecules or ions with the total composition C34H87N17O11 at a distorted geometry.

The geometry in XYZ format:
```
149
Properties=species:S:1:pos:R:3
C 6.924 -17.908 6.606
H 9.894 -14.778 9.735
H 5.708 -19.511 12.537
H 6.419 -23.433 14.415
C 7.724 -21.327 12.831
H 2.891 -19.554 7.079
N 12.806 -20.283 11.568
O 6.220 -22.071 11.138
N 6.386 -21.409 12.411
H 10.984 -21.113 9.274
H 6.937 -17.557 7.675
C 5.456 -23.293 13.883
H 9.228 -18.829 9.196
H 4.957 -21.390 15.409
C 5.366 -21.783 13.479
N 3.854 -16.192 12.486
H 11.880 -11.592 11.431
H 8.035 -17.832 14.084
H 12.245 -13.254 11.169
C 12.754 -11.878 7.473
H 4.682 -15.723 12.871
H 12.056 -16.082 10.676
H 7.294 -21.629 15.686
H 12.795 -21.268 11.339
C 4.274 -20.704 9.124
C 8.550 -20.761 11.668
O 9.739 -13.889 9.321
C 11.522 -12.477 10.942
H 4.615 -23.599 14.544
H 7.461 -19.422 13.659
N 7.842 -17.293 10.594
O 11.397 -22.441 6.457
H 7.924 -21.204 5.905
H 6.953 -19.983 16.031
H 5.084 -19.901 14.477
O 2.320 -16.089 10.644
H 9.551 -22.523 13.063
C 9.167 -17.130 10.282
H 9.487 -20.361 12.064
C 10.210 -11.153 9.334
H 6.115 -19.520 4.411
C 4.402 -19.264 5.576
H 13.051 -14.941 9.691
N 11.996 -18.557 12.807
C 4.733 -19.722 8.083
H 13.472 -12.467 9.412
C 10.013 -12.926 6.578
H 7.482 -13.516 10.367
H 3.127 -16.291 13.207
H 11.594 -15.707 7.768
N 14.570 -16.726 8.758
H 10.157 -10.609 8.395
C 7.889 -20.345 13.977
H 7.130 -13.546 14.307
H 8.005 -12.162 11.339
C 3.450 -15.932 11.119
H 10.465 -15.438 12.980
H 9.957 -14.232 13.988
H 9.220 -11.545 9.493
H 4.001 -21.862 11.783
H 3.888 -20.347 12.756
H 3.141 -21.844 13.278
C 11.120 -13.644 7.409
N 7.371 -12.983 11.218
N 9.767 -17.997 9.402
H 10.776 -17.950 9.367
C 11.656 -21.604 7.349
H 14.830 -15.736 8.717
N 10.778 -21.485 8.376
H 5.077 -18.203 12.493
H 14.722 -17.307 7.963
H 4.880 -17.470 8.093
H 8.575 -19.645 5.337
H 8.343 -22.863 14.254
H 4.585 -15.612 9.417
H 8.980 -20.197 14.208
N 6.156 -20.134 7.717
O 12.834 -18.019 9.451
H 3.715 -21.022 6.739
O 6.602 -14.880 12.207
H 3.814 -19.669 4.758
N 12.670 -20.648 7.501
C 10.934 -15.131 7.137
N 7.078 -13.016 13.427
H 9.211 -17.324 12.855
C 12.472 -13.197 6.909
H 7.400 -16.557 11.068
H 10.123 -13.235 5.522
C 7.024 -13.712 12.279
H 8.088 -23.421 12.585
H 13.230 -20.310 6.749
C 8.452 -22.618 13.187
C 12.715 -11.785 8.989
N 12.879 -15.861 10.072
H 11.674 -18.031 13.628
H 6.368 -23.022 11.275
H 11.167 -15.335 6.086
H 4.801 -20.529 10.052
H 12.520 -18.084 12.088
O 9.864 -16.174 10.836
C 4.607 -18.327 8.753
H 12.490 -19.850 8.153
H 4.557 -21.674 8.696
H 8.642 -20.059 7.020
O 6.983 -19.752 8.815
C 5.739 -19.846 5.394
C 5.534 -20.852 14.635
H 3.546 -18.180 8.971
H 3.213 -20.658 9.125
N 8.886 -17.283 13.826
C 8.037 -20.145 6.139
H 7.250 -17.980 10.109
H 13.683 -11.428 7.104
O 5.970 -18.567 12.513
H 10.027 -22.176 8.485
H 9.923 -15.407 7.359
H 7.181 -20.624 9.175
H 6.151 -17.267 6.154
H 7.897 -17.691 6.122
C 3.906 -19.917 6.849
H 12.419 -13.110 5.834
C 12.025 -19.945 12.626
O 11.423 -20.722 13.344
H 8.072 -20.005 11.128
H 13.156 -19.596 10.900
H 10.276 -10.482 10.212
C 4.040 -21.436 12.823
H 12.008 -11.226 7.051
H 5.423 -15.482 10.977
H 5.531 -23.992 13.011
C 6.704 -19.523 6.496
H 12.887 -10.738 9.332
C 13.401 -16.901 9.438
C 11.331 -12.214 9.484
O 8.008 -15.444 15.091
H 7.374 -12.077 13.461
H 5.175 -18.208 9.696
H 9.017 -13.229 6.883
C 6.980 -20.689 15.210
N 4.546 -15.468 10.431
H 5.572 -20.955 5.315
C 8.807 -15.901 14.251
H 13.272 -13.899 7.222
H 10.122 -11.842 6.637
N 11.061 -13.546 8.877
N 9.691 -15.094 13.498
H 4.473 -18.200 5.568
H 10.624 -12.727 11.492
H 8.804 -21.548 10.968
```

Calculated total energy ... -3106.33421 a.u.
Highest occupied orbital energy ... -8.8 eV
Kohn-Sham gap ... 8.909 eV
Largest force on an atom ... 3.2 eV/Å
SMILES string ... CC1(C)CCCC(C)(C)N1O.CC1(C)CCCC(C)(C)N1O.CC1(C)CCCC(C)(C)N1O.NC(N)=O.NC(N)=O.NC(N)=O.NC(N)=O.NC(N)=O.NC(N)=O.NC(N)=O.O

Mulliken population analysis, charges in e, atoms 1 to 4: C -1.08; H -0.19; H -0.54; H 0.35